A | C3H9NS | ωB97M-V/def2-TZVPD

Positions of all 14 atoms, in Å:
S1 -0.581 0.661 1.674
N1 0.331 -1.869 -2.002
C1 0.796 0.163 -0.719
C2 0.211 1.259 0.172
C3 -0.061 -1.103 -0.808
H1 -0.466 1.797 2.363
H2 1.797 -0.120 -0.370
H3 -0.203 -2.732 -2.045
H4 0.923 0.533 -1.736
H5 0.008 -1.672 0.114
H6 -0.506 1.836 -0.431
H7 0.999 1.955 0.442
H8 -1.104 -0.785 -0.927
H9 1.280 -2.207 -1.846

E_LUMO: 0.9 eV
SMILES: NCCCS
HOMO level: -9.008 eV
Orbital gap: 9.9 eV
Total charge: 0

B | C3H9NS | ωB97M-V/def2-TZVPD

Positions of all 14 atoms, in Å:
S1 1.499 -1.101 0.526
N1 -1.328 1.796 0.167
C1 0.134 -2.113 1.143
C2 0.970 -0.800 -1.183
C3 -0.860 2.893 -0.229
H1 1.152 0.241 -1.431
H2 0.042 -3.024 0.552
H3 -0.079 -1.076 -1.243
H4 -0.372 3.654 0.389
H5 -1.295 1.710 1.183
H6 -0.807 -1.574 1.145
H7 -1.060 3.236 -1.246
H8 0.480 -2.432 2.126
H9 1.523 -1.408 -1.898

E_LUMO: 1.0 eV
SMILES: C=N.CSC
HOMO level: -8.323 eV
Orbital gap: 9.3 eV
Total charge: 0

The most stable of them is A.

A | C3H9NS | ωB97M-V/def2-TZVPD

Positions of all 14 atoms, in Å:
S1 1.410 0.266 -0.350
N1 -0.952 -0.192 0.901
C1 -0.270 0.797 0.055
C2 -2.370 0.166 1.031
C3 0.993 -1.185 -1.291
H1 -2.526 1.182 1.416
H2 -2.857 0.086 0.055
H3 -0.202 1.780 0.521
H4 0.447 -1.920 -0.714
H5 0.401 -1.002 -2.188
H6 -0.776 0.855 -0.901
H7 -2.872 -0.525 1.692
H8 -0.552 -0.085 1.827
H9 1.944 -1.622 -1.603

E_LUMO: 1.0 eV
SMILES: CNCSC
HOMO level: -8.584 eV
Orbital gap: 9.6 eV
Total charge: 0

B | C3H9NS | ωB97M-V/def2-TZVPD

Positions of all 14 atoms, in Å:
S1 0.067 -0.634 -2.274
N1 0.989 1.552 1.615
C1 -1.500 -0.365 -3.202
C2 0.977 -0.758 2.281
C3 0.610 0.547 2.457
H1 -0.418 -1.135 -1.177
H2 0.459 2.364 1.739
H3 0.625 -1.449 3.073
H4 -1.567 0.668 -3.711
H5 1.329 1.294 0.749
H6 -2.257 -0.428 -2.524
H7 0.601 0.741 3.479
H8 1.624 -1.203 1.445
H9 -1.539 -1.193 -3.948

E_LUMO: 1.0 eV
SMILES: C=CN.CS
HOMO level: -8.073 eV
Orbital gap: 9.1 eV
Total charge: 0

The most stable of them is A.

A | C3H9NS | ωB97M-V/def2-TZVPD

Positions of all 14 atoms, in Å:
S1 2.132 1.105 -0.973
N1 -0.503 -0.272 -1.315
C1 -1.334 -0.233 0.968
C2 0.924 0.791 0.398
C3 -0.084 -0.326 0.076
H1 0.220 -0.486 -1.977
H2 -0.908 -0.305 1.974
H3 -1.919 -1.124 0.744
H4 -1.898 0.679 0.779
H5 -1.414 -0.670 -1.457
H6 0.401 1.736 0.249
H7 0.404 -1.325 0.255
H8 2.579 -0.204 -1.083
H9 1.400 0.633 1.361

E_LUMO: 1.0 eV
SMILES: C[C@@H](N)CS
HOMO level: -8.942 eV
Orbital gap: 9.9 eV
Total charge: 0

B | C3H9NS | ωB97M-V/def2-TZVPD

Positions of all 14 atoms, in Å:
S1 1.986 1.202 -1.100
N1 -3.124 -0.603 0.062
C1 1.225 -0.431 -1.066
C2 -2.112 -1.203 0.508
C3 1.538 1.854 0.537
H1 1.221 -0.790 -0.033
H2 2.386 2.389 0.956
H3 1.854 -1.086 -1.656
H4 0.200 -0.611 -1.392
H5 -3.917 -1.246 -0.031
H6 0.646 2.471 0.508
H7 -2.111 -2.250 0.816
H8 -1.169 -0.704 0.684
H9 1.376 1.008 1.208

E_LUMO: 1.0 eV
SMILES: C=N.CSC
HOMO level: -8.551 eV
Orbital gap: 9.5 eV
Total charge: 0

C | C3H9NS | ωB97M-V/def2-TZVPD

Positions of all 14 atoms, in Å:
S1 1.529 1.041 -2.414
N1 -0.692 -1.556 1.595
C1 0.394 1.117 -0.977
C2 0.237 -0.237 -0.278
C3 -0.345 -0.182 1.119
H1 0.674 0.679 -3.392
H2 -1.274 0.394 1.101
H3 0.347 0.281 1.820
H4 -0.589 1.462 -1.294
H5 -0.312 -1.679 2.525
H6 -1.695 -1.621 1.757
H7 1.210 -0.733 -0.227
H8 -0.320 -0.860 -0.981
H9 0.835 1.894 -0.354

E_LUMO: 1.0 eV
SMILES: NCCCS
HOMO level: -8.949 eV
Orbital gap: 9.9 eV
Total charge: 0

D | C3H9NS | ωB97M-V/def2-TZVPD

Positions of all 14 atoms, in Å:
S1 -2.354 1.477 0.210
N1 0.870 0.249 0.387
C1 0.145 -0.608 -0.533
C2 0.767 -0.143 1.785
C3 -0.451 0.172 -1.725
H1 1.194 -1.142 1.903
H2 1.266 0.522 2.485
H3 -0.724 -1.117 -0.084
H4 -1.196 0.892 -1.338
H5 -0.288 -0.175 2.092
H6 0.408 1.156 0.302
H7 -0.910 -0.527 -2.408
H8 0.418 0.620 -2.212
H9 0.856 -1.375 -0.864

E_LUMO: -3.4 eV
HOMO level: -9.017 eV
Orbital gap: 5.6 eV
Total charge: 0

The most stable of them is C.

A | C3H9NS | ωB97M-V/def2-TZVPD

Positions of all 14 atoms, in Å:
S1 0.851 -0.861 0.290
N1 -1.384 0.842 0.047
C1 -1.781 0.249 -1.250
C2 2.586 -0.427 0.452
C3 -0.765 -0.120 0.930
H1 -2.242 -0.712 -0.950
H2 2.921 0.203 -0.411
H3 -0.903 -0.107 -1.864
H4 3.229 -1.308 0.426
H5 -1.465 -0.968 1.086
H6 2.744 0.271 1.286
H7 -0.492 0.443 1.828
H8 -2.546 0.876 -1.728
H9 -0.753 1.619 -0.141

E_LUMO: 0.8 eV
SMILES: CNCSC
HOMO level: -8.338 eV
Orbital gap: 9.2 eV
Total charge: 0

B | C3H9NS | ωB97M-V/def2-TZVPD

Positions of all 14 atoms, in Å:
S1 0.450 0.561 1.044
N1 -0.352 -0.474 -1.347
C1 -1.195 0.900 1.750
C2 -0.034 -0.887 0.018
C3 0.725 -0.694 -2.294
H1 -1.107 1.836 2.290
H2 0.887 -1.690 -2.728
H3 -1.246 -0.772 -1.705
H4 -1.378 0.098 2.464
H5 0.576 -0.013 -3.136
H6 -1.967 0.893 1.034
H7 1.665 -0.400 -1.824
H8 0.808 -1.573 -0.020
H9 -0.933 -1.287 0.469

E_LUMO: 1.1 eV
SMILES: CNCSC
HOMO level: -8.324 eV
Orbital gap: 9.4 eV
Total charge: 0

The most stable of them is B.

A | C14H17N3O3S | ωB97M-V/def2-TZVPD

Positions of all 38 atoms, in Å:
S1 -1.616 2.175 1.311
O1 5.896 -1.084 -0.393
O2 1.100 3.225 -1.369
O3 -2.882 -0.076 0.647
N1 -2.090 1.006 -1.098
N2 1.156 1.714 0.344
N3 -2.717 -0.104 -1.538
C1 6.303 -2.088 0.503
C2 2.701 0.035 1.054
C3 3.203 1.271 -0.940
C4 -5.470 -1.698 -0.626
C5 -3.966 -1.983 -0.493
C6 -6.028 -0.960 0.584
C7 -2.204 0.998 0.192
C8 -0.724 3.238 0.139
C9 2.356 1.019 0.136
C10 -3.180 -0.731 -0.510
C11 4.720 -0.437 -0.157
C12 0.615 2.709 -0.390
C13 3.872 -0.691 0.915
C14 4.368 0.550 -1.079
H1 -5.638 -1.112 -1.531
H2 -5.865 -1.536 1.493
H3 -0.543 4.175 0.669
H4 4.106 -1.446 1.648
H5 -5.551 0.010 0.705
H6 5.585 -2.914 0.537
H7 -3.771 -2.509 0.443
H8 6.449 -1.691 1.513
H9 -5.988 -2.652 -0.740
H10 -1.376 3.430 -0.712
H11 -7.096 -0.798 0.467
H12 5.033 0.735 -1.907
H13 -3.636 -2.594 -1.333
H14 0.631 1.413 1.158
H15 7.255 -2.455 0.121
H16 2.050 -0.171 1.892
H17 2.941 2.030 -1.658

E_LUMO: 0.5 eV
SMILES: CCCc1nnc(SCC(=O)Nc2ccc(OC)cc2)o1
HOMO level: -7.979 eV
Orbital gap: 8.5 eV
Total charge: 0

B | C14H17N3O3S | ωB97M-V/def2-TZVPD

Positions of all 38 atoms, in Å:
S1 -4.487 -0.723 0.536
O1 -3.033 3.177 -0.199
O2 2.333 1.558 0.891
O3 1.826 2.250 -1.414
N1 1.216 -3.077 0.616
N2 -0.819 2.457 -0.082
N3 -3.505 1.809 2.075
C1 3.138 -0.797 -1.364
C2 -3.589 0.756 -0.126
C3 0.227 -2.211 0.465
C4 4.672 -2.725 -0.895
C5 -2.673 1.248 1.001
C6 1.586 1.844 -0.182
C7 -0.189 0.048 -0.465
C8 2.349 -2.702 -0.009
C9 0.204 1.401 0.359
C10 -2.124 2.433 0.194
C11 2.046 -1.476 -0.631
C12 3.566 -3.296 -0.245
C13 4.349 -1.420 -1.547
C14 0.713 -1.167 -0.282
H1 -4.071 2.597 2.007
H2 -4.409 -1.834 -0.235
H3 -2.975 0.286 -1.009
H4 -0.509 3.133 -0.704
H5 -2.852 2.005 2.824
H6 0.264 1.277 1.508
H7 -0.835 -2.537 0.744
H8 -0.310 0.264 -1.593
H9 3.126 0.333 -1.563
H10 5.354 -0.808 -1.945
H11 3.674 -4.253 0.185
H12 3.306 1.296 0.586
H13 5.612 -3.520 -1.015
H14 -2.079 0.389 1.293
H15 1.001 -4.271 0.489
H16 -4.248 1.647 -0.365
H17 -1.154 -0.253 0.087

E_LUMO: 0.3 eV
SMILES: N[C@@H](CS)C(=O)N[C@@H](Cc1c[nH]c2ccccc12)C(=O)O
HOMO level: -8.410 eV
Orbital gap: 8.7 eV
Total charge: 0

C | C14H17N3O3S | ωB97M-V/def2-TZVPD

Positions of all 38 atoms, in Å:
S1 3.784 1.529 0.480
O1 -0.257 -1.126 -2.161
O2 7.447 2.740 0.637
O3 5.815 3.032 2.046
N1 6.311 2.552 1.034
N2 -1.103 -0.617 -0.150
N3 -3.319 0.070 -0.440
C1 -3.969 0.028 0.890
C2 -0.071 -0.575 -1.086
C3 -0.958 -0.118 1.234
C4 4.847 0.254 -1.530
C5 -2.419 -1.070 -0.572
C6 -1.888 -0.814 2.247
C7 -3.908 0.563 -1.658
C8 5.497 1.765 0.214
C9 -3.283 -1.133 1.612
C10 3.638 0.441 -0.914
C11 5.918 1.009 -0.864
C12 -3.006 -2.024 0.452
C13 1.193 0.111 -0.796
C14 2.407 -0.202 -1.346
H1 0.082 -0.268 1.564
H2 -1.934 -0.240 3.189
H3 -3.800 0.960 1.449
H4 2.460 -0.974 -2.102
H5 1.157 0.916 -0.086
H6 -3.916 -1.622 2.387
H7 4.986 -0.422 -2.363
H8 -2.487 -1.540 -1.574
H9 -1.109 0.923 1.269
H10 -4.785 -0.075 -1.899
H11 -1.469 -1.818 2.514
H12 -5.031 -0.112 0.800
H13 -4.310 1.582 -1.514
H14 -3.934 -2.436 0.051
H15 6.939 1.009 -1.197
H16 -2.327 -2.847 0.654
H17 -3.196 0.549 -2.472

E_LUMO: -1.3 eV
SMILES: CN1C[C@@H]2CCN(C(=O)/C=C/c3ccc([N+](=O)[O-])s3)[C@H]1C2
HOMO level: -8.183 eV
Orbital gap: 6.9 eV
Total charge: 0

The most stable of them is A.